Record 1
This record from the OMol25 dataset describes a cluster of 9 separate species, C24H72N6O9 in total at a distorted geometry. The level of theory is ωB97M-V/def2-TZVPD.

Positions of all 111 atoms, in Å:
O1 -1.841 1.456 1.225
O2 -2.818 3.117 -3.060
O3 0.527 3.440 2.657
O4 -7.931 1.855 0.478
O5 3.403 7.828 -0.897
O6 3.131 -6.799 0.030
O7 -1.528 -5.582 4.571
O8 0.896 0.945 0.748
O9 -0.180 -2.073 -1.763
N1 3.953 -3.282 0.937
N2 -4.725 1.449 -1.381
N3 2.706 -2.357 -3.841
N4 0.687 -4.039 3.195
N5 -0.639 1.493 -1.694
N6 1.832 9.097 -3.317
C1 1.056 -0.326 1.362
C2 -7.056 1.821 -0.625
C3 1.381 -1.817 -3.548
C4 -5.115 2.933 0.515
C5 3.013 -5.399 0.150
C6 -0.344 -5.133 5.202
C7 0.537 3.460 -0.865
C8 2.475 7.230 -1.775
C9 1.480 1.074 -0.533
C10 -5.593 1.696 -0.212
C11 4.103 -4.755 0.981
C12 -1.152 -2.890 -1.128
C13 -1.940 -6.857 5.104
C14 0.215 7.347 -2.831
C15 0.652 -2.807 -2.653
C16 -8.203 0.594 1.038
C17 1.407 8.168 -2.277
C18 4.445 8.585 -1.419
C19 -0.770 -2.688 4.491
C20 0.689 2.041 -1.412
C21 4.315 -7.256 -0.610
C22 4.239 -5.162 2.429
C23 0.651 -1.478 -4.830
C24 0.182 -3.876 4.572
H1 -1.526 -2.775 3.708
H2 5.285 8.584 -0.727
H3 3.045 -3.063 1.333
H4 2.011 -5.159 0.526
H5 -2.049 2.648 -2.688
H6 4.135 -8.309 -0.794
H7 5.003 -4.576 2.940
H8 1.521 3.937 -0.907
H9 -8.778 -0.019 0.338
H10 1.443 0.180 -1.168
H11 -1.094 1.495 -0.779
H12 -0.549 0.513 -1.957
H13 4.826 8.136 -2.355
H14 0.233 4.097 3.299
H15 2.997 6.823 -2.657
H16 -1.779 -3.375 -1.883
H17 1.397 3.169 2.969
H18 1.158 -4.926 3.012
H19 -1.333 -2.571 5.421
H20 1.059 -3.546 5.137
H21 2.764 9.452 -3.120
H22 -5.779 3.220 1.338
H23 0.542 -2.331 -5.495
H24 -0.006 -3.533 -3.144
H25 -7.318 0.914 -1.191
H26 -0.519 -5.059 6.283
H27 2.546 1.316 -0.432
H28 -0.689 7.949 -2.893
H29 0.328 -0.411 2.164
H30 -3.789 1.157 -1.071
H31 1.246 2.152 -2.349
H32 4.560 -6.633 -1.469
H33 -4.133 2.875 0.983
H34 1.160 -0.638 -5.305
H35 -8.682 0.754 1.998
H36 1.389 -3.391 -2.087
H37 1.482 -0.905 -2.947
H38 -5.530 0.824 0.451
H39 3.266 -2.495 -3.005
H40 5.149 -7.211 0.098
H41 4.222 9.608 -1.748
H42 -5.162 3.806 -0.142
H43 2.094 6.322 -1.309
H44 -0.573 -3.696 -0.655
H45 2.119 -0.387 1.627
H46 0.457 6.899 -3.792
H47 0.460 -5.881 5.119
H48 3.305 -1.796 -4.433
H49 -0.030 6.574 -2.099
H50 3.015 -4.995 -0.873
H51 -0.209 -1.778 4.289
H52 4.688 -2.845 1.472
H53 -0.086 4.092 -1.502
H54 0.108 3.473 0.135
H55 -4.952 0.492 -1.691
H56 -1.061 -7.441 5.380
H57 -7.144 2.740 -1.206
H58 -0.926 1.164 1.408
H59 0.966 -1.248 0.771
H60 1.050 8.761 -1.433
H61 1.933 8.751 -4.265
H62 -0.336 -1.106 -4.540
H63 3.351 -4.898 3.020
H64 -1.755 -2.400 -0.371
H65 -2.524 -6.669 6.006
H66 4.304 -6.242 2.595
H67 5.013 -5.037 0.440
H68 -1.963 2.228 1.788
H69 -7.304 0.001 1.247
H70 -2.503 -7.292 4.285
H71 -3.582 2.649 -2.685
H72 -0.112 -4.170 2.573

Atoms 1-3, force components in eV/Å:
0.125 -0.262 0.263
0.037 -0.119 0.064
-0.104 0.079 0.235

Calculated values
HOMO-LUMO gap = 0.3403 hartree
Charge = 0
ΔE to the lowest compared entry with this formula, charge and spin = 1.601 eV
Multiplicity = 1
E_HOMO = -8.92 eV
LUMO level = 0.341 eV
SMILES string = COC[C@H](C)N.COC[C@H](C)N.COC[C@H](C)N.COC[C@H](C)N.COC[C@H](C)N.COC[C@H](C)N.O.O.O



Record 2
This record from the OMol25 dataset describes a cluster of 12 separate species, C24H72O19 in total at a distorted geometry. The level of theory is ωB97M-V/def2-TZVPD.

Positions of all 115 atoms, in Å:
O1 28.852 -16.089 17.227
O2 20.891 -20.351 18.045
O3 25.283 -23.130 15.659
O4 18.067 -18.392 13.912
O5 20.475 -22.428 16.102
O6 27.656 -20.914 18.286
O7 18.236 -25.206 15.576
O8 25.345 -16.015 16.123
O9 23.627 -21.298 14.517
O10 29.113 -21.946 13.983
O11 24.961 -20.927 17.112
O12 21.746 -21.953 20.423
O13 27.924 -22.921 16.214
O14 22.123 -21.447 12.380
O15 23.181 -17.328 15.210
O16 24.468 -17.996 22.174
O17 23.596 -23.954 21.299
O18 22.075 -25.030 12.069
O19 21.799 -14.698 15.829
C1 21.333 -15.752 14.976
C2 28.806 -22.862 17.320
C3 19.131 -18.991 11.910
C4 24.687 -24.396 15.635
C5 28.084 -22.244 18.580
C6 19.703 -18.926 19.601
C7 26.416 -16.365 16.983
C8 21.584 -22.715 12.402
C9 25.619 -17.851 21.312
C10 27.540 -20.093 14.277
C11 23.112 -20.623 15.610
C12 27.773 -15.969 16.356
C13 19.357 -23.246 16.437
C14 21.000 -19.144 18.773
C15 23.169 -24.325 15.891
C16 22.619 -23.721 11.924
C17 25.355 -18.403 19.941
C18 19.169 -19.050 13.417
C19 19.394 -24.434 15.546
C20 28.053 -21.163 13.348
C21 22.884 -22.346 19.669
C22 23.473 -23.799 19.841
C23 24.205 -19.859 16.503
C24 22.424 -16.503 14.277
H1 26.916 -19.320 13.829
H2 22.843 -23.795 16.786
H3 27.188 -21.701 12.960
H4 24.139 -22.005 14.917
H5 20.028 -18.688 13.982
H6 26.441 -18.316 21.857
H7 25.207 -25.005 16.374
H8 24.829 -17.917 23.060
H9 29.968 -21.768 13.584
H10 19.780 -17.903 19.969
H11 19.154 -20.114 13.655
H12 29.280 -23.815 17.556
H13 21.054 -18.275 18.117
H14 19.556 -24.184 14.498
H15 24.776 -19.185 15.864
H16 26.183 -23.177 15.991
H17 18.457 -26.074 15.922
H18 25.754 -16.770 21.271
H19 27.142 -22.728 18.835
H20 28.350 -22.366 15.556
H21 17.299 -18.886 13.616
H22 23.767 -19.178 17.232
H23 26.984 -20.542 15.101
H24 22.640 -21.336 13.181
H25 29.700 -22.268 17.128
H26 20.526 -15.475 14.298
H27 28.385 -19.534 14.678
H28 25.228 -19.485 19.951
H29 24.433 -17.960 19.565
H30 18.494 -22.595 16.296
H31 23.685 -21.699 20.028
H32 20.039 -19.379 11.448
H33 22.704 -23.883 15.010
H34 24.475 -23.691 19.427
H35 21.134 -14.037 16.038
H36 22.927 -24.629 19.392
H37 28.024 -16.509 15.443
H38 24.961 -21.620 16.448
H39 27.705 -14.971 15.925
H40 23.470 -23.639 12.600
H41 28.722 -22.363 19.456
H42 22.384 -19.914 15.214
H43 22.908 -23.690 10.873
H44 25.156 -15.073 16.113
H45 23.709 -16.767 15.783
H46 24.217 -24.682 21.382
H47 21.883 -19.169 19.411
H48 22.827 -25.358 15.960
H49 22.602 -21.356 16.235
H50 28.500 -20.656 12.494
H51 21.920 -16.964 13.427
H52 21.193 -22.955 13.391
H53 20.875 -16.393 15.728
H54 20.367 -21.597 16.569
H55 26.288 -16.039 18.015
H56 26.114 -18.068 19.233
H57 18.263 -19.529 11.529
H58 19.062 -17.949 11.599
H59 26.368 -17.454 17.010
H60 21.983 -21.341 21.124
H61 24.984 -24.820 14.676
H62 28.924 -17.027 17.419
H63 19.335 -23.635 17.455
H64 22.911 -22.109 18.605
H65 23.112 -15.823 13.776
H66 21.438 -25.245 11.384
H67 26.903 -20.911 17.690
H68 20.989 -21.124 18.605
H69 20.241 -25.054 15.839
H70 20.798 -22.889 11.667
H71 19.596 -19.684 20.376
H72 18.759 -18.996 19.060

Atoms 1-3, force components in eV/Å:
0.184 0.175 0.624
0.203 -0.097 -1.512
-0.798 1.081 -0.280

Calculated values
HOMO-LUMO gap (spin up / spin down) = 0.3351 / 0.1085 hartree
Charge = +1
Multiplicity = 2
E_HOMO (spin up / spin down) = -11.65 / -11.65 eV
LUMO level (spin up / spin down) = -2.529 / -8.693 eV



Record 3
This record from the OMol25 dataset describes a cluster of 12 separate species, C24H72O24 in total at a distorted geometry. The level of theory is ωB97M-V/def2-TZVPD.

Positions of all 120 atoms, in Å:
O1 1.175 1.368 -4.186
O2 0.944 2.440 -6.657
O3 0.024 3.739 1.554
O4 3.503 -1.962 2.846
O5 -2.117 -4.524 4.711
O6 -2.799 5.559 -2.306
O7 0.768 -2.629 1.894
O8 2.709 2.881 2.615
O9 -1.597 -1.455 1.230
O10 5.239 1.316 -2.581
O11 2.369 1.211 -1.614
O12 -3.849 -2.355 5.407
O13 2.551 0.768 4.466
O14 -0.235 -3.039 -2.392
O15 -0.765 4.147 -1.610
O16 -2.046 2.756 3.176
O17 1.890 -2.382 -4.136
O18 -6.058 -3.442 -1.072
O19 6.515 -1.361 -1.925
O20 1.101 -0.612 0.186
O21 -4.043 1.510 0.160
O22 -5.840 -0.504 -1.001
O23 5.107 -3.535 0.651
O24 -3.552 -1.946 -0.793
C1 -5.967 0.032 0.327
C2 4.745 1.815 -1.369
C3 -4.568 0.439 0.890
C4 1.792 -3.436 2.317
C5 2.305 1.597 2.230
C6 -0.984 4.563 2.077
C7 2.075 -2.458 -2.626
C8 -3.039 -2.265 4.217
C9 -3.244 4.410 -1.631
C10 -1.836 -3.158 4.409
C11 -0.152 -0.099 -0.167
C12 5.147 -2.612 -0.375
C13 1.211 2.788 -4.337
C14 -4.953 -3.651 -1.872
C15 -2.287 3.871 2.382
C16 2.639 -2.879 3.436
C17 3.283 2.247 -1.382
C18 1.065 -3.478 -2.116
C19 -3.650 -3.312 -1.227
C20 6.545 -2.079 -0.667
C21 0.452 3.309 -5.560
C22 -2.073 3.456 -1.800
C23 -1.115 -0.140 0.972
C24 1.637 0.941 3.347
H1 -3.389 4.573 -0.572
H2 -2.775 -3.487 -1.891
H3 3.676 -1.226 3.433
H4 7.158 -2.968 -0.849
H5 1.957 -2.422 4.181
H6 1.479 0.895 -4.980
H7 4.584 -1.695 -0.239
H8 -1.110 -2.845 5.151
H9 2.439 -3.672 1.473
H10 -2.944 -4.510 5.223
H11 -0.840 4.868 -2.255
H12 1.137 -3.593 -1.032
H13 3.063 2.697 -0.392
H14 -0.111 3.727 0.597
H15 0.692 4.380 -5.704
H16 -2.991 -1.919 -0.006
H17 3.203 1.026 1.984
H18 -1.916 0.528 0.632
H19 1.872 3.344 2.543
H20 -0.602 0.277 1.865
H21 5.488 0.415 -2.399
H22 2.270 3.129 -4.347
H23 3.052 1.567 4.582
H24 4.820 -3.131 1.469
H25 7.382 -1.001 -2.097
H26 1.985 -3.337 -4.359
H27 -1.978 2.994 -2.753
H28 1.354 -4.434 2.638
H29 -4.569 0.840 1.924
H30 1.250 -0.115 3.131
H31 -0.563 -0.694 -0.978
H32 -3.564 -3.886 -0.312
H33 -1.152 5.373 1.315
H34 -1.337 -3.147 3.445
H35 -2.100 2.599 -1.124
H36 -3.016 6.405 -1.881
H37 0.763 3.189 -3.397
H38 -6.216 -2.530 -0.845
H39 -0.079 0.953 -0.566
H40 1.829 -0.030 -0.106
H41 0.151 2.251 -7.135
H42 3.159 3.061 -2.134
H43 4.826 1.044 -0.592
H44 -0.623 3.208 -5.515
H45 -5.000 -1.030 -0.991
H46 2.134 1.128 -2.541
H47 -4.071 1.241 -0.760
H48 3.255 -3.615 3.982
H49 5.324 2.737 -1.185
H50 1.686 1.639 1.295
H51 -2.678 -1.245 4.041
H52 -0.843 -2.021 1.468
H53 -4.210 4.021 -1.993
H54 -2.825 3.617 1.470
H55 6.962 -1.509 0.102
H56 1.184 -1.902 1.372
H57 3.130 -2.640 -2.521
H58 4.763 -3.057 -1.298
H59 -3.887 -0.384 0.840
H60 0.836 1.631 3.759
H61 -4.822 -4.736 -2.004
H62 -0.560 -3.026 -3.282
H63 -0.570 4.962 3.007
H64 -3.661 -2.634 3.454
H65 -2.942 4.528 2.979
H66 -6.506 0.980 0.182
H67 2.020 -1.442 -2.298
H68 -6.550 -0.656 0.994
H69 -1.704 2.108 2.550
H70 -5.058 -3.176 -2.854
H71 1.284 -4.481 -2.515
H72 -4.421 -1.585 5.524

Atoms 1-3, force components in eV/Å:
-0.139 -0.018 0.088
-0.178 1.538 1.138
0.115 -0.891 -0.508

Calculated values
HOMO-LUMO gap = 0.3676 hartree
Charge = 0
ΔE to the lowest compared entry with this formula, charge and spin = 1.678 eV
Multiplicity = 1
E_HOMO = -9.82 eV
LUMO level = 0.181 eV
SMILES string = OCCO.OCCO.OCCO.OCCO.OCCO.OCCO.OCCO.OCCO.OCCO.OCCO.OCCO.OCCO



Record 4
This record from the OMol25 dataset describes a cluster of 11 separate species, C24H74N16O11 in total at a distorted geometry. The level of theory is ωB97M-V/def2-TZVPD.

Positions of all 125 atoms, in Å:
O1 -13.104 4.967 -44.346
O2 -13.307 9.752 -33.293
O3 -13.768 3.641 -42.011
O4 -17.751 5.304 -44.182
O5 -7.096 7.468 -34.768
O6 -11.349 12.029 -37.377
O7 -13.684 8.157 -41.365
O8 -7.992 5.933 -40.946
O9 -11.947 10.333 -43.325
O10 -9.985 13.627 -41.606
O11 -14.600 3.244 -36.814
N1 -9.038 8.683 -34.543
N2 -14.850 5.201 -35.673
N3 -14.287 2.959 -39.933
N4 -15.988 4.884 -37.655
N5 -7.555 3.731 -41.349
N6 -11.719 14.605 -40.470
N7 -11.520 8.010 -39.111
N8 -9.185 4.888 -42.548
N9 -9.391 7.672 -43.319
N10 -8.601 7.622 -36.495
N11 -12.245 2.342 -40.861
N12 -12.062 12.683 -41.734
N13 -15.223 7.964 -44.326
N14 -9.870 13.695 -37.928
N15 -11.444 9.306 -36.415
N16 -9.469 11.494 -38.541
C1 -11.123 5.975 -45.113
C2 -15.112 4.355 -36.727
C3 -11.116 9.286 -43.847
C4 -9.953 8.984 -42.967
C5 -17.040 7.702 -42.687
C6 -12.882 10.759 -44.281
C7 -12.597 9.175 -35.498
C8 -12.333 10.059 -34.297
C9 -8.265 4.893 -41.534
C10 -12.661 7.711 -35.073
C11 -13.005 10.416 -32.085
C12 -11.174 13.631 -41.283
C13 -11.814 5.322 -43.949
C14 -12.169 6.904 -39.903
C15 -13.776 9.471 -40.878
C16 -13.432 3.019 -40.996
C17 -16.112 6.991 -43.661
C18 -8.159 7.877 -35.222
C19 -18.184 4.335 -45.099
C20 -10.292 12.391 -37.896
C21 -8.945 10.091 -42.671
C22 -12.069 5.655 -39.034
C23 -13.592 7.222 -40.289
C24 -16.765 6.155 -44.740
H1 -11.354 9.873 -33.841
H2 -11.250 4.450 -43.574
H3 -15.963 5.604 -45.250
H4 -9.854 9.036 -35.040
H5 -8.606 11.797 -38.946
H6 -8.043 9.672 -42.222
H7 -13.549 11.504 -43.853
H8 -13.448 9.913 -44.677
H9 -11.858 7.471 -34.375
H10 -11.070 5.512 -38.617
H11 -12.658 14.520 -40.132
H12 -14.677 9.682 -40.293
H13 -11.525 6.638 -40.751
H14 -12.350 11.255 -45.101
H15 -13.017 12.717 -41.434
H16 -11.084 15.241 -40.031
H17 -16.452 8.058 -41.846
H18 -13.588 4.583 -43.594
H19 -12.238 1.545 -40.252
H20 -10.365 14.412 -37.438
H21 -14.137 7.497 -39.378
H22 -10.088 6.256 -44.907
H23 -17.810 6.982 -42.393
H24 -9.754 10.547 -38.359
H25 -12.528 7.011 -35.900
H26 -11.807 5.985 -43.068
H27 -14.343 4.869 -34.877
H28 -9.344 10.808 -41.951
H29 -10.816 9.566 -44.870
H30 -15.349 6.069 -35.621
H31 -14.982 8.688 -43.658
H32 -8.939 7.717 -44.229
H33 -18.917 3.712 -44.578
H34 -12.785 5.648 -38.204
H35 -11.720 11.916 -42.311
H36 -18.661 4.727 -46.004
H37 -16.599 5.593 -37.299
H38 -11.349 10.259 -36.801
H39 -8.664 7.433 -42.650
H40 -11.411 8.724 -39.836
H41 -9.296 4.048 -43.081
H42 -13.522 9.549 -35.954
H43 -14.089 2.349 -39.157
H44 -6.991 3.701 -40.517
H45 -9.549 7.789 -36.779
H46 -7.989 7.117 -37.109
H47 -11.462 2.550 -41.443
H48 -14.068 6.325 -40.700
H49 -8.633 10.654 -43.555
H50 -11.649 6.889 -45.393
H51 -11.968 10.291 -31.767
H52 -10.556 7.710 -38.948
H53 -11.068 5.293 -45.963
H54 -12.899 9.727 -40.271
H55 -10.415 8.797 -41.986
H56 -7.777 2.883 -41.831
H57 -11.797 8.428 -43.918
H58 -17.250 6.787 -45.498
H59 -13.669 10.011 -31.321
H60 -9.828 5.661 -42.628
H61 -16.078 4.465 -38.553
H62 -15.206 3.336 -40.034
H63 -13.284 11.470 -32.215
H64 -9.173 13.967 -38.598
H65 -11.712 8.772 -37.267
H66 -14.340 7.505 -44.538
H67 -13.648 7.559 -34.635
H68 -13.671 10.224 -41.658
H69 -17.644 8.460 -43.196
H70 -15.484 6.306 -43.071
H71 -8.807 9.020 -33.629
H72 -17.372 3.648 -45.372
H73 -12.439 11.128 -34.520
H74 -12.277 4.720 -39.554

Atoms 1-3, force components in eV/Å:
-0.697 0.137 -0.141
0.434 -0.310 -0.028
0.743 -0.062 0.802

Calculated values
HOMO-LUMO gap = 0.3394 hartree
Charge = 0
ΔE to the lowest compared entry with this formula, charge and spin = 0.000 eV
Multiplicity = 1
E_HOMO = -9.03 eV
LUMO level = 0.203 eV
SMILES string = COC[C@H](C)N.COC[C@H](C)N.COC[C@H](C)N.COC[C@H](C)N.NC(N)=O.NC(N)=O.NC(N)=O.NC(N)=O.NC(N)=O.NC(N)=O.CCO